This record from the Open Molecules 2025 dataset describes 5 unconnected molecules or ions with the total composition C21H39BIN2O8P at a distorted geometry. The level of theory is ωB97M-V with the def2-TZVPD basis set.

Each atom is followed by the atoms it is bonded to, with distances in Å.
CARTESIAN COORDINATES (ANGSTROEM)
1 C 6.90393 -0.29200 1.34998  B2 1.604, H19 1.107, H20 1.115, H21 1.108
2 B 5.42242 0.05784 1.85633  C1 1.604, O3 1.408, C4 1.623
3 O 5.22749 0.01399 3.24961  B2 1.408, H22 0.972
4 C 4.24938 0.47939 0.81766  B2 1.623, C5 1.525, C7 1.586, P15 1.872
5 C 4.38023 -0.47102 -0.36809  C4 1.525, N6 1.120
6 N 4.53568 -0.93114 -1.37740  C5 1.120
7 C 2.79200 0.38930 1.43753  C4 1.586, C8 1.568, C9 1.534, C11 1.577
8 C 2.53001 1.45741 2.55454  C7 1.568, H23 1.102, H24 1.109, H25 1.111
9 C 2.60885 -0.98877 2.08548  C7 1.534, N10 1.123
10 N 2.64953 -2.06992 2.38746  C9 1.123
11 C 1.78226 0.43162 0.22719  C7 1.577, C12 1.561, H26 1.107, H27 1.116
12 C 0.36181 0.99397 0.54752  C11 1.561, C13 1.548, H28 1.113, H29 1.107
13 C -0.38387 0.26249 1.68964  C12 1.548, I14 2.192, H30 1.100, H31 1.104
14 I -2.13127 1.49398 2.17352  C13 2.192
15 P 4.62804 2.23563 0.29320  C4 1.872, O16 1.490, O17 1.623, O18 1.648
16 O 3.40083 3.05020 0.06898  P15 1.490
17 O 5.64866 2.28898 -0.96783  P15 1.623, H32 0.984
18 O 5.42482 2.88468 1.58207  P15 1.648, H33 0.974
19 H 7.19565 -1.30315 1.69350  C1 1.107
20 H 7.55236 0.48793 1.81380  C1 1.115
21 H 7.01080 -0.20467 0.25077  C1 1.108
22 H 5.01678 -0.90208 3.49824  O3 0.972
23 H 1.94597 2.33077 2.22366  C8 1.102
24 H 2.04541 0.94152 3.40774  C8 1.109
25 H 3.47671 1.85651 2.97774  C8 1.111
26 H 2.16997 0.97460 -0.65578  C11 1.107
27 H 1.64220 -0.62105 -0.11501  C11 1.116
28 H -0.24303 0.86526 -0.37733  C12 1.113
29 H 0.46417 2.08554 0.70411  C12 1.107
30 H 0.18337 0.17913 2.62876  C13 1.100
31 H -0.81203 -0.71275 1.39802  C13 1.104
32 H 6.07252 3.17301 -0.88498  O17 0.984
33 H 4.75434 3.38261 2.08266  O18 0.974
34 C -6.24565 -2.05045 0.82502  C35 1.507, H38 1.089, H39 1.091, H40 1.092
35 C -4.83713 -1.85554 1.32272  C34 1.507, C36 1.508, O37 1.212
36 C -4.56315 -2.18912 2.76796  C35 1.508, H41 1.092, H42 1.091, H43 1.090
37 O -3.95983 -1.44780 0.59341  C35 1.212
38 H -6.29731 -1.77328 -0.22656  C34 1.089
39 H -6.53615 -3.09708 0.92508  C34 1.091
40 H -6.93146 -1.41589 1.38971  C34 1.092
41 H -4.77937 -3.24264 2.95445  C36 1.092
42 H -5.17542 -1.56128 3.41763  C36 1.091
43 H -3.51269 -2.00200 2.98895  C36 1.090
44 C -1.20172 -3.27049 -1.05085  C45 1.508, H48 1.089, H49 1.092, H50 1.092
45 C -0.56431 -3.61521 -2.37348  C44 1.508, C46 1.509, O47 1.210
46 C 0.86807 -3.18649 -2.58046  C45 1.509, H51 1.092, H52 1.092, H53 1.089
47 O -1.17489 -4.21018 -3.23268  C45 1.210
48 H -2.22746 -3.63587 -1.03780  C44 1.089
49 H -0.64980 -3.74541 -0.23691  C44 1.092
50 H -1.21536 -2.18710 -0.91509  C44 1.092
51 H 1.50985 -3.65610 -1.83258  C46 1.092
52 H 0.94622 -2.09964 -2.50994  C46 1.092
53 H 1.19876 -3.49748 -3.57055  C46 1.089
54 C -8.88535 -2.37798 -2.32981  C55 1.508, H58 1.089, H59 1.091, H60 1.091
55 C -9.24629 -3.65072 -1.60519  C54 1.508, C56 1.508, O57 1.211
56 C -10.37696 -4.47056 -2.17433  C55 1.508, H61 1.091, H62 1.091, H63 1.089
57 O -8.65412 -4.00058 -0.60872  C55 1.211
58 H -8.05942 -1.89044 -1.81431  C54 1.089
59 H -8.57573 -2.60575 -3.35123  C54 1.091
60 H -9.74088 -1.70027 -2.34118  C54 1.091
61 H -10.13206 -4.78918 -3.18905  C56 1.091
62 H -11.29720 -3.88367 -2.17893  C56 1.091
63 H -10.52817 -5.35465 -1.55634  C56 1.089
64 C 4.35026 7.73440 -1.43146  C65 1.507, H68 1.089, H69 1.091, H70 1.091
65 C 4.76323 6.28532 -1.42031  C64 1.507, C66 1.502, O67 1.215
66 C 3.82953 5.29160 -2.05058  C65 1.502, H71 1.092, H72 1.091, H73 1.082
67 O 5.81213 5.92904 -0.92051  C65 1.215
68 H 5.11862 8.33323 -0.94360  C64 1.089
69 H 4.23560 8.08058 -2.45993  C64 1.091
70 H 3.41159 7.85772 -0.88877  C64 1.091
71 H 3.69447 5.52764 -3.10839  C66 1.092
72 H 2.86890 5.30340 -1.53433  C66 1.091
73 H 4.25460 4.30014 -1.96433  C66 1.082

Values from the calculation:
LUMO level	0.00865	Ha
charge	0
HOMO energy	-9.267	eV
HOMO-LUMO gap	9.5	eV
total energy	-2199.01032	a.u.